[1]
The following is a quantum chemistry calculation of an isolated molecule of C3H5NO, from the Open Molecules 2025 dataset.

```
10
Properties=species:S:1:pos:R:3:forces:R:3
O 0.41802 1.26013 2.14432 -0.120 -0.353 -0.303
C -0.29850 0.48735 1.54708 0.079 0.078 -0.074
N -0.24776 0.25725 0.19867 0.020 0.110 0.163
C -0.41478 -0.75020 -0.80015 -0.123 -0.183 -0.101
C 0.71339 0.24898 -0.85155 0.221 0.158 -0.088
H -1.13915 -0.03775 2.03829 0.140 -0.037 -0.154
H -0.14588 -1.78826 -0.59975 -0.067 0.242 0.221
H -1.26358 -0.62682 -1.47132 0.142 0.006 0.122
H 0.65741 1.07531 -1.56056 0.046 -0.192 0.144
H 1.72084 -0.12600 -0.64503 -0.337 0.171 0.072
```
Forces are in eV/Å.

Summary:
Structure (SMILES): O=CN1CC1
DFT total energy: -247.25426 Ha
Energy relative to the best compared isomer or geometry (same formula, charge and spin): 1.4416 eV

[2]
The following is a quantum chemistry calculation of an isolated molecule of C6H9N, from the Open Molecules 2025 dataset.

```
16
Properties=species:S:1:pos:R:3:forces:R:3
C 2.11058 -0.37948 0.29034 0.159 -0.335 0.210
N 0.71219 -0.55853 -0.11002 0.001 -0.081 0.164
C -0.88860 -1.09152 0.37541 0.518 -0.158 -0.152
C -1.59558 -0.71968 -0.84853 0.292 0.080 -0.223
C -1.20698 0.52909 -1.17635 -0.600 0.129 -0.043
C -0.68454 1.30142 0.02823 -0.124 0.113 -0.066
C -0.17877 0.12085 0.80027 -0.027 0.374 0.153
H 2.43742 -0.87745 1.20562 0.031 -0.148 0.108
H 2.77967 -0.64837 -0.53730 -0.257 -0.255 0.235
H 2.25598 0.71217 0.44682 -0.173 -0.442 0.003
H -1.16825 -1.93461 1.00947 0.642 0.173 -0.209
H -2.14715 -1.40901 -1.47800 0.290 0.049 -0.008
H -1.22588 0.93997 -2.17851 -0.551 0.176 0.128
H 0.15821 1.97612 -0.16075 -0.240 -0.024 -0.178
H -1.50595 1.86261 0.49207 0.130 0.077 -0.018
H 0.14766 0.17643 1.84122 -0.090 0.270 -0.104
```
Forces are in eV/Å.

Summary:
Structure (SMILES): CN1[C@@H]2C=CC[C@@H]21
DFT total energy: -288.63374 Ha
Energy relative to the best compared isomer or geometry (same formula, charge and spin): 4.0354 eV

[3]
The following is a quantum chemistry calculation of a structure of composition C34H41BrCl2NOP3Pd in a non-equilibrium geometry, from the Open Molecules 2025 dataset.

```
84
Properties=species:S:1:pos:R:3:forces:R:3
P 1.55138 1.34696 -2.58016 -0.515 -1.695 2.411
C 3.19886 1.34410 -2.06889 0.765 -0.339 -0.103
C 3.83697 0.74942 -3.19067 0.562 0.595 0.560
H 3.24201 0.11666 -3.84738 0.343 0.148 -0.134
C 5.15340 1.07173 -3.44962 0.430 -0.216 0.034
H 5.62113 0.67532 -4.35389 0.051 0.183 0.404
C 5.84780 1.90522 -2.55992 -0.171 0.004 -0.044
H 6.88318 2.16422 -2.78912 -0.331 -0.017 0.137
C 5.24227 2.40542 -1.38988 -0.037 -0.321 -0.073
H 5.82184 3.04055 -0.71344 -0.226 -0.334 -0.207
C 3.90597 2.10909 -1.11161 0.044 -0.110 -0.873
H 3.41044 2.45342 -0.20629 0.073 0.189 -0.303
C 0.82605 -0.24752 -2.78846 -0.813 -0.667 -0.202
C 1.37877 -1.52506 -2.48621 -0.374 0.717 -0.501
H 2.24296 -1.61087 -1.83443 -0.020 0.083 -0.203
C 0.79524 -2.65625 -3.05319 0.199 -0.257 0.149
H 1.23287 -3.65287 -2.87228 -0.289 0.654 -0.021
C -0.31171 -2.53868 -3.89830 -0.247 0.123 -0.252
H -0.73696 -3.42375 -4.38573 0.269 0.341 0.243
C -0.88517 -1.28684 -4.15633 -0.276 0.006 0.143
H -1.73191 -1.17571 -4.83912 0.234 -0.220 0.299
C -0.36041 -0.14663 -3.56458 0.979 -0.847 0.095
H -0.77258 0.83206 -3.74873 -0.197 0.113 -0.229
C 0.50321 2.68142 -2.16272 0.136 0.585 -0.634
C 0.76021 3.36679 -3.37531 -0.904 0.729 0.596
H 1.53671 2.95206 -4.03035 -0.375 0.668 -0.203
C 0.02187 4.48918 -3.68643 -0.298 0.520 -0.002
H 0.21801 4.98637 -4.63617 -0.253 0.095 0.327
C -0.94683 4.94345 -2.77590 0.240 -0.054 -0.439
H -1.52671 5.82840 -3.04591 0.124 -0.288 0.203
C -1.16652 4.29888 -1.55058 0.313 -0.399 0.109
H -1.91765 4.69618 -0.85722 0.407 -0.173 -0.286
C -0.43184 3.14927 -1.20688 0.393 0.395 -1.070
H -0.52957 2.67645 -0.24081 -0.140 -0.173 -0.003
Pd 0.17468 -0.49681 2.92008 -1.174 -1.934 3.109
C -1.66112 -1.31828 2.12254 0.156 0.126 -0.285
C -2.07175 -1.39245 0.85454 -0.159 -0.243 0.782
H -2.13770 -1.66839 3.02704 -0.529 -0.379 -0.190
C -1.22552 -0.70036 -0.26410 -2.933 -0.620 0.274
O -2.17616 0.27262 -0.77612 0.257 0.960 -0.443
H -1.71248 0.92819 -1.33811 -0.232 -0.582 0.380
C -0.02662 -0.07850 0.23929 0.445 -0.191 0.012
H -1.18897 -1.42913 -1.06320 1.183 -0.273 -0.335
C 0.65790 0.12954 1.33428 1.399 2.126 -7.033
Cl -0.31393 -1.39803 4.98965 -0.382 -0.117 1.082
Cl 2.61431 0.40703 3.44947 1.062 0.730 0.700
P 1.59742 -2.34331 2.59984 -1.038 -0.133 0.251
C 2.49220 -2.75482 4.12339 -0.108 -0.074 -0.339
H 1.75715 -2.97506 4.90812 0.318 0.095 -0.218
H 3.07467 -1.86965 4.41231 0.069 -0.355 0.141
H 3.13954 -3.61155 3.91503 0.082 0.134 0.246
C 0.53756 -3.76502 2.24376 0.282 -0.238 0.006
H 0.05958 -3.63248 1.26568 0.124 -0.039 0.201
H -0.23157 -3.83395 3.02125 0.196 -0.030 -0.127
H 1.17322 -4.65840 2.24179 -0.323 -0.057 -0.052
C 2.82529 -2.34855 1.27496 0.129 -0.064 0.065
H 3.42831 -1.43664 1.35054 -0.008 -0.271 -0.154
H 2.32683 -2.39960 0.29957 0.123 0.060 0.264
H 3.44855 -3.23858 1.42797 0.041 0.233 -0.235
P -3.70541 -2.22313 0.43742 2.120 1.241 0.257
C -4.22718 -3.24527 1.81561 -0.118 -0.168 0.003
C -3.38573 -3.21221 -1.02543 -0.377 -0.301 -0.114
H -4.27967 -2.64202 2.73069 -0.007 -0.123 -0.255
H -3.51907 -4.07068 1.96711 -0.148 0.253 -0.056
H -5.22061 -3.66080 1.59499 0.233 0.111 0.083
H -3.00866 -2.57853 -1.83559 -0.125 -0.033 0.167
H -4.31676 -3.69814 -1.34614 0.262 0.044 -0.037
H -2.63666 -3.97754 -0.79092 -0.167 0.139 -0.013
C -4.90368 -0.94112 0.08173 -0.365 -0.095 -0.111
H -5.10087 -0.36487 0.99354 0.047 -0.161 -0.159
H -5.83613 -1.39182 -0.28140 0.134 0.174 0.084
H -4.47361 -0.27400 -0.67350 -0.106 -0.197 0.160
H 1.51391 0.80320 1.06617 -0.129 -0.390 1.019
Br -0.24246 4.01871 6.28424 -0.198 -0.061 -0.425
C -0.88380 3.25525 4.67273 0.412 -0.091 -0.039
C -1.95948 3.78667 3.96762 -0.067 0.113 0.049
C -2.39589 3.15466 2.80155 0.584 -0.478 -0.021
C -1.74614 1.98039 2.39218 -0.776 0.555 0.380
N -0.74982 1.48231 3.11776 0.496 0.028 0.128
C -0.25229 2.11538 4.18300 -0.859 0.153 0.164
H -2.43126 4.69148 4.34775 -0.020 -0.232 -0.171
H -3.22700 3.52524 2.21210 0.079 0.107 0.171
H -2.08801 1.42329 1.50486 0.336 0.178 0.534
H 0.60162 1.63731 4.65887 -0.319 0.330 0.172
```
Forces are in eV/Å.

Summary:
DFT total energy: -6095.71709 Ha
Total charge: +2
2S+1: 5

[4]
The following is a quantum chemistry calculation of a structure of composition C16H19AsClNO6PdS in a non-equilibrium geometry, from the Open Molecules 2025 dataset.

```
46
Properties=species:S:1:pos:R:3:forces:R:3
Pd -0.71375 1.51170 0.17216 -0.220 -0.304 -0.030
Cl 4.68764 5.36527 3.04761 0.009 0.009 0.004
C 3.52964 4.19278 2.50782 -0.020 0.014 -0.017
C 3.70414 2.83873 2.85604 -0.018 -0.030 -0.006
C 2.80930 1.89340 2.44857 0.037 -0.003 0.004
C 1.67377 2.22631 1.66050 -0.019 -0.061 -0.048
O 0.88421 1.26478 1.31633 -0.029 0.078 0.077
C 1.51167 3.60025 1.31278 -0.018 0.023 0.000
C 0.43433 4.11276 0.54596 -0.034 0.004 0.079
O -0.52955 3.50133 0.04179 0.185 -0.042 -0.072
C 2.46117 4.56076 1.75521 0.024 0.010 0.014
H 4.56205 2.55522 3.45144 0.000 0.001 0.002
H 2.94898 0.85276 2.70814 -0.005 0.007 0.005
H 0.43635 5.19557 0.38246 0.003 -0.001 -0.014
H 2.32276 5.59952 1.48291 -0.002 0.001 0.002
N -2.26615 1.58596 -1.17710 -0.147 0.130 0.036
C -2.08755 0.41840 -2.02231 -0.170 -0.007 -0.196
C -0.85579 0.20621 -2.62266 -0.033 0.041 -0.141
C -0.53026 -1.07025 -3.03882 -0.013 0.037 -0.080
C -1.42944 -2.11272 -2.84652 -0.095 -0.019 -0.105
C -2.71377 -1.85429 -2.39892 0.031 -0.003 0.028
C -3.04415 -0.57641 -1.97457 -0.004 0.017 -0.061
S -0.84220 -3.80335 -2.92747 -0.256 -0.092 -0.442
O -0.17505 -3.89369 -1.62058 -0.336 -0.851 -0.597
O -2.03991 -4.61171 -3.02794 0.065 0.009 0.090
O 0.06125 -3.84443 -4.05634 0.045 -0.018 0.148
H -3.14443 1.48782 -0.67610 -0.015 0.088 -0.012
H -2.28786 2.47675 -1.66796 0.107 -0.066 -0.075
H -0.12404 1.00591 -2.66767 -0.009 -0.012 -0.005
H 0.44721 -1.29260 -3.44762 -0.004 0.022 -0.047
H -3.40947 -2.67828 -2.30971 -0.016 0.007 -0.016
H -4.00542 -0.38579 -1.50852 0.007 -0.001 -0.013
C 0.18344 -1.44926 2.65530 -0.033 0.017 0.035
As -0.37691 -1.75317 0.84246 0.330 -0.539 -0.291
C -1.58044 -3.23154 0.82961 -0.317 0.134 0.049
C 1.11872 -2.14125 -0.26883 0.470 0.756 0.106
O -1.22850 -0.43441 0.23176 0.047 0.480 0.629
H 0.19647 -2.39548 3.19397 0.018 -0.005 -0.015
H -0.52842 -0.76882 3.11896 -0.003 -0.010 0.014
H 1.16861 -0.99243 2.65847 -0.015 -0.004 -0.007
H -1.08250 -4.09427 1.26995 0.019 -0.009 -0.088
H -1.84348 -3.45002 -0.20587 0.126 -0.030 0.203
H -2.46643 -2.97424 1.40650 -0.001 0.038 0.102
H 1.63691 -3.02681 0.09729 -0.084 -0.014 -0.055
H 1.78299 -1.27820 -0.24999 0.081 0.087 0.163
H 0.74384 -2.33877 -1.27850 0.315 0.110 0.640
```
Forces are in eV/Å.

Summary:
DFT total energy: -4349.30844 Ha
Energy relative to the best compared isomer or geometry (same formula, charge and spin): 0.0000 eV

[5]
The following is a quantum chemistry calculation of a cluster of 2 separate species, H3NO2S2 in total in a non-equilibrium geometry, from the Open Molecules 2025 dataset.

```
8
Properties=species:S:1:pos:R:3:forces:R:3
N 1.31878 0.22277 -0.12564 -5.311 2.463 0.555
O -0.99402 -1.27122 0.49908 -1.101 0.492 0.164
O 1.68985 1.13221 0.85290 -0.287 -0.237 -0.175
S -3.07586 0.26860 -0.75489 0.439 -0.374 0.711
S -2.25807 -0.54333 0.74598 0.383 -0.139 -0.760
H 2.14331 -0.14132 -0.49431 1.205 -1.754 -0.940
H 0.73828 0.70196 -0.91166 1.733 -0.355 0.745
H 0.43772 -0.36968 0.18854 2.939 -0.095 -0.299
```
Forces are in eV/Å.

Summary:
DFT total energy: -1003.26386 Ha
Energy relative to the best compared isomer or geometry (same formula, charge and spin): 2.2472 eV

[6]
The following is a quantum chemistry calculation of a structure of composition C30H20F3N7O2RhS2 in a non-equilibrium geometry, from the Open Molecules 2025 dataset.

```
65
Properties=species:S:1:pos:R:3:forces:R:3
Rh 0.58137 -0.76079 0.53853 -0.192 1.613 -0.944
C -1.51191 1.28074 6.11338 0.069 -0.039 -0.063
C -1.05569 1.42282 4.68584 -0.050 0.136 -0.011
C 0.16879 2.00865 4.36659 -0.040 0.025 -0.029
C 0.61980 2.06350 3.06334 0.103 -0.175 0.023
C -0.11657 1.51652 2.00070 0.131 0.509 -0.014
N 0.35326 1.40022 0.70164 0.001 -0.978 0.579
C 1.14331 2.35935 0.13505 -0.009 -0.147 0.196
C 1.10649 3.70193 0.56580 -0.073 0.073 -0.105
C 1.85910 4.69494 -0.02643 0.030 -0.084 0.015
C 2.70914 4.41416 -1.09074 0.077 0.089 -0.011
C 3.49649 5.49779 -1.78324 -0.115 -0.117 0.015
C 2.73844 3.10823 -1.54698 -0.035 -0.034 -0.090
C 1.97561 2.09941 -0.97192 -0.033 0.196 0.127
N 2.04413 0.80870 -1.55911 0.180 -0.022 -0.132
C 3.07976 0.29578 -2.24412 0.006 -0.065 0.100
C 2.68753 -0.92535 -2.74471 -0.139 -0.127 -0.148
C 1.37659 -1.08357 -2.29760 0.211 0.204 -0.217
N 0.98953 -0.03343 -1.56694 -0.036 -0.350 0.213
C -1.34967 0.95468 2.33179 -0.085 0.048 0.181
C -1.80194 0.90524 3.64406 -0.154 -0.043 -0.031
N -2.13521 0.32388 1.32570 -0.088 0.025 -0.037
C -3.48004 0.25525 1.28389 0.014 -0.117 -0.128
C -3.82414 -0.56420 0.23358 -0.032 0.048 -0.016
C -2.60333 -0.95997 -0.32402 -0.005 0.026 -0.216
N -1.59479 -0.41494 0.33330 1.041 -0.640 0.676
H -1.23720 2.15307 6.70780 -0.021 0.004 0.002
H -1.04278 0.40695 6.57311 -0.025 0.011 0.039
H -2.59227 1.14718 6.17291 0.000 0.011 0.016
H 0.79013 2.41005 5.16018 0.011 -0.018 -0.008
H 1.60165 2.46208 2.84386 -0.016 0.041 0.027
H 0.43235 3.95580 1.37205 0.043 0.014 0.019
H 1.78602 5.71288 0.34193 -0.034 -0.013 0.020
H 3.70409 6.32522 -1.10425 0.027 0.003 -0.013
H 2.93359 5.89499 -2.63241 0.060 0.057 -0.010
H 4.44530 5.11666 -2.16307 0.014 0.030 0.008
H 3.35963 2.87226 -2.40338 -0.048 -0.017 -0.022
H 4.03208 0.79429 -2.28251 -0.040 0.064 -0.036
H 3.26489 -1.62637 -3.32064 0.064 0.054 0.013
H 0.69776 -1.90016 -2.47252 -0.005 -0.032 0.171
H -2.74215 0.40726 3.85610 0.028 -0.038 0.000
H -4.09179 0.78921 1.98929 0.058 0.058 0.004
H -4.81582 -0.83513 -0.08228 0.015 0.002 -0.026
H -2.41453 -1.60012 -1.16998 0.089 -0.056 0.067
S 0.36437 -3.08973 -0.06889 -0.083 0.652 0.450
C -0.95911 -3.36945 1.03326 -0.087 -0.267 -0.193
C -2.00531 -4.22918 0.70832 0.043 -0.013 0.032
C -3.08233 -4.41217 1.56925 0.067 -0.026 0.120
C -4.14096 -5.31040 1.20669 -0.004 0.049 -0.075
N -4.97475 -6.03919 0.89607 -0.010 0.002 -0.001
C -3.11213 -3.72926 2.79433 -0.019 -0.063 -0.072
C -2.04704 -2.90162 3.13980 -0.011 0.058 0.026
C -0.97477 -2.71107 2.27767 -0.071 -0.109 0.197
S 0.36007 -1.66930 2.70328 0.039 0.460 -0.592
C -4.24606 -3.83925 3.66500 0.032 -0.017 0.020
N -5.15889 -3.90608 4.36207 0.012 0.009 0.023
H -1.98407 -4.74473 -0.24323 -0.034 -0.026 0.015
H -2.05914 -2.38282 4.09038 -0.031 0.025 -0.020
F 4.97668 0.56015 1.82260 0.018 0.025 0.007
C 4.96770 -0.57744 1.10988 -0.027 0.196 0.094
F 5.57407 -0.29846 -0.07006 -0.038 -0.016 -0.070
F 5.75415 -1.44696 1.75312 -0.029 -0.098 -0.014
C 3.53284 -1.13519 0.85740 0.397 0.036 0.098
O 3.44206 -2.31792 0.61624 -0.026 0.041 -0.086
O 2.65848 -0.20610 0.90856 -1.132 -1.148 -0.164
```
Forces are in eV/Å.

Summary:
DFT total energy: -2895.67417 Ha
Total charge: -1
Energy relative to the best compared isomer or geometry (same formula, charge and spin): 1.4176 eV